Model P:
Density functional theory data (wB97M-V/def2-TZVPD) for 15 unconnected molecules or ions with the total composition H30O15.

Structure (XYZ):
```
45
H30O15 | the Open Molecules 2025 dataset | wB97M-V/def2-TZVPD
O 2.725 0.575 1.488
O 3.316 -1.293 -1.017
O 0.643 2.969 2.554
O 0.697 -1.149 3.123
O -0.120 -3.387 -3.099
O -2.360 -2.455 0.031
O 0.267 -0.937 -2.004
O -1.938 -0.406 2.584
O 0.989 -2.917 -0.037
O 0.686 3.019 -0.591
O 2.701 1.383 -1.212
O -2.203 0.557 -1.884
O -3.621 -0.079 0.394
O -1.818 2.103 0.993
O 0.064 -0.227 0.393
H -1.981 -2.651 0.860
H -1.983 2.952 1.271
H -0.112 -2.642 -2.471
H -2.533 -0.006 3.234
H 2.903 0.453 -1.129
H -2.488 -1.513 -0.019
H -0.379 0.622 0.396
H 0.836 -0.477 -2.619
H 0.307 -2.346 -0.329
H 0.781 -3.630 -3.246
H 3.712 -1.331 -1.895
H 2.598 -1.861 -0.988
H 0.229 -0.441 -0.549
H -3.267 0.422 -0.385
H 2.982 -0.308 1.487
H -3.398 0.500 1.100
H -2.846 0.544 -2.626
H 0.719 -0.772 2.253
H -0.120 -0.714 3.358
H -2.004 2.186 0.045
H 1.208 3.819 -0.546
H -0.633 -0.680 -2.174
H 0.674 -3.787 -0.305
H -1.997 1.477 -1.801
H 2.624 0.999 0.618
H 3.468 1.880 -0.976
H 0.279 2.997 1.675
H 0.747 3.857 2.857
H 1.310 2.361 -0.900
H -1.646 0.341 2.084
```

Results
Frontier orbital gap in eV: 8.51
Net charge: 0

Model Q:
Density functional theory data (wB97M-V/def2-TZVPD) for 15 unconnected molecules or ions with the total composition H30O15.

Structure (XYZ):
```
45
H30O15 | the Open Molecules 2025 dataset | wB97M-V/def2-TZVPD
O 17.692 -9.347 10.706
O 21.564 -8.275 10.460
O 24.019 -9.535 11.945
O 25.368 -10.053 8.488
O 23.015 -10.786 9.461
O 19.839 -9.861 8.783
O 21.204 -8.853 13.424
O 22.436 -9.415 6.754
O 19.033 -6.903 11.388
O 23.672 -5.771 10.890
O 18.603 -7.351 8.611
O 23.781 -7.347 8.663
O 21.448 -6.523 7.864
O 25.942 -8.269 10.603
O 20.481 -5.130 10.054
H 21.993 -8.872 13.993
H 24.453 -10.069 8.761
H 25.123 -8.538 11.049
H 25.373 -9.933 7.556
H 18.466 -7.046 9.521
H 17.034 -9.565 11.351
H 21.498 -8.722 12.523
H 23.864 -9.462 12.873
H 22.882 -7.073 8.454
H 18.579 -6.176 11.813
H 22.419 -8.662 10.265
H 18.294 -8.240 8.765
H 25.819 -8.546 9.677
H 19.668 -4.634 10.060
H 23.677 -6.244 10.040
H 24.442 -6.864 8.144
H 24.558 -10.331 11.921
H 18.377 -8.831 11.139
H 22.820 -9.034 7.532
H 20.771 -7.155 7.697
H 19.814 -6.967 11.893
H 20.124 -5.995 10.297
H 22.561 -10.846 10.282
H 22.354 -10.313 6.983
H 19.003 -10.265 8.497
H 20.945 -8.772 9.894
H 22.735 -5.901 11.097
H 22.986 -11.672 9.148
H 21.000 -5.967 8.470
H 20.025 -9.291 8.028
```

Results
Frontier orbital gap in eV: 9.20
Net charge: 0

Which of them is the most stable, and which is the least stable? model Q and model P, in that order.

Model P:
Density functional theory data (wB97M-V/def2-TZVPD) for a molecular structure, C28H18N9S2Sn.

Structure (XYZ):
```
58
C28H18N9S2Sn | the Open Molecules 2025 dataset | wB97M-V/def2-TZVPD
Sn 0.151 -0.610 -0.759
S 0.593 -4.225 -0.593
S 3.271 -2.595 -0.747
N -0.312 -0.529 1.398
N -0.337 3.474 -2.676
N 4.755 -5.949 0.326
N -0.485 -0.007 -3.855
N -0.387 1.658 -1.457
N 2.986 -2.838 2.988
N -0.161 1.732 -5.171
N -2.148 -0.564 -0.543
N 1.758 0.792 0.327
C -1.590 -0.941 1.753
C 2.599 1.355 3.871
C -0.245 0.636 -5.991
C -0.321 2.121 -2.694
C -4.837 -0.975 -0.126
C 4.087 -5.025 0.458
C 2.059 -3.713 -0.293
C 2.641 1.455 2.462
C -0.417 3.892 -1.366
C -3.000 -0.460 -1.543
C 3.107 -3.316 1.951
C -2.044 -1.424 2.965
C -2.578 -0.866 0.709
C 3.627 2.262 0.413
C 1.695 0.756 1.680
C -0.447 2.757 -0.625
C 1.648 0.561 4.431
C 2.678 1.506 -0.283
C -0.443 -0.428 -5.159
C 0.633 -0.016 2.277
C -3.944 -1.113 0.957
C -3.413 -1.684 3.209
C 0.686 -0.123 3.655
C 3.605 2.226 1.781
C 3.232 -3.868 0.615
C -0.313 1.291 -3.891
C -4.361 -1.507 2.250
C -4.376 -0.641 -1.370
H -5.410 -1.688 2.445
H 4.361 2.844 -0.127
H -5.893 -1.155 0.043
H -0.002 2.673 -5.485
H 3.324 1.888 4.472
H -0.303 4.088 -3.471
H 4.333 2.780 2.362
H -2.573 -0.241 -2.516
H -0.456 4.932 -1.091
H -0.502 2.645 0.447
H -3.700 -2.032 4.192
H -1.361 -1.654 3.760
H 2.679 1.469 -1.369
H -0.006 -0.740 4.192
H -5.044 -0.540 -2.215
H 1.617 0.437 5.506
H -0.557 -1.468 -5.421
H -0.158 0.708 -7.062
```

Results
Frontier orbital gap in eV: 6.38
Net charge: +1

Model Q:
Density functional theory data (wB97M-V/def2-TZVPD) for a molecular structure, C28H18N9S2Sn.

Structure (XYZ):
```
58
C28H18N9S2Sn | the Open Molecules 2025 dataset | wB97M-V/def2-TZVPD
Sn -0.243 0.100 -0.004
S 2.536 -1.752 -0.813
S 1.732 -2.946 0.726
N -0.987 -5.557 -1.231
N 0.643 -3.028 -4.335
N 1.405 1.664 0.005
N -3.737 1.205 2.620
N -0.942 1.966 -1.261
N -1.894 1.064 1.452
N -4.459 -1.595 1.450
N 0.829 0.105 2.122
N -2.518 -1.483 0.424
C 0.631 -3.302 -3.224
C 0.061 2.797 -1.599
C 0.897 4.690 -2.914
C 3.677 2.023 0.969
C 1.202 -0.695 4.331
C 4.095 1.354 3.249
C -0.154 3.830 -2.552
C 0.605 -3.650 -1.850
C -3.027 2.347 2.856
C 2.376 1.530 0.964
C -1.438 3.944 -3.115
C 0.441 -0.592 3.168
C 1.368 -3.011 -0.952
C -3.021 0.443 1.763
C 1.998 0.770 2.128
C 2.333 3.509 -1.384
C 4.505 1.962 2.093
C 2.408 -0.046 4.371
C -2.437 3.087 -2.733
C -3.346 -0.848 1.234
C 2.120 4.509 -2.334
C -2.137 2.104 -1.792
C 2.848 0.706 3.266
C 1.340 2.634 -0.965
C -4.313 -2.749 0.738
C -1.884 2.238 2.123
C -0.272 -4.703 -1.494
C -3.101 -2.660 0.109
H -0.513 -1.092 3.073
H -1.060 2.913 2.030
H -3.381 3.119 3.509
H 4.114 2.454 0.089
H -5.058 -3.517 0.733
H 3.325 3.462 -0.987
H -2.888 1.407 -1.449
H -5.254 -1.366 2.026
H -4.631 0.996 3.033
H -3.431 3.164 -3.146
H 2.951 5.144 -2.602
H 4.711 1.325 4.134
H 0.714 5.468 -3.636
H 5.486 2.414 2.031
H -2.621 -3.365 -0.538
H 0.845 -1.272 5.170
H 3.048 -0.114 5.236
H -1.615 4.710 -3.854
```

Results
Frontier orbital gap in eV: 6.12
Net charge: +1

Which of them is the most stable, and which is the least stable? model Q and model P, in that order.

Model P:
Density functional theory data (wB97M-V/def2-TZVPD) for a single C8H12 molecule.

Structure (XYZ):
```
20
C8H12 | the Open Molecules 2025 dataset | wB97M-V/def2-TZVPD
C 0.884 2.905 1.072
C 0.201 -2.065 -1.223
C -0.444 0.917 0.507
C -0.302 -3.341 -1.918
C -0.530 -0.265 0.250
C 1.294 3.586 2.189
C -0.485 2.347 0.865
C -0.763 -1.640 -0.121
H -1.780 -1.670 -0.512
H -0.721 -2.268 0.758
H 1.211 -2.248 -0.865
H 1.539 2.833 0.186
H -1.219 -3.146 -2.450
H -0.922 2.936 0.030
H -1.162 2.435 1.716
H 0.428 -3.672 -2.651
H 2.292 3.979 2.168
H 0.704 3.752 3.135
H 0.237 -1.262 -1.968
H -0.461 -4.114 -1.168
```

Results
Frontier orbital gap in eV: 10.37
SMILES: C=CCC#CCCC
Net charge: 0

Model Q:
Density functional theory data (wB97M-V/def2-TZVPD) for a molecular structure, C8H12.

Structure (XYZ):
```
20
C8H12 | the Open Molecules 2025 dataset | wB97M-V/def2-TZVPD
C -0.514 0.778 0.039
C -1.899 0.896 -0.487
C 0.366 0.356 1.289
C -0.269 -0.462 -0.797
C 1.320 -0.927 -0.189
C 0.592 -1.211 1.287
C -1.218 0.261 -1.756
C 1.742 0.283 0.628
H -2.362 1.927 -0.704
H 0.085 0.720 2.422
H -2.029 -0.206 -2.356
H -2.579 0.163 -0.170
H 1.323 -1.455 2.059
H 2.686 0.346 1.377
H 1.792 -1.672 -0.789
H -0.619 0.790 -2.541
H 0.148 1.544 -0.493
H -0.255 -1.870 1.594
H 2.060 1.117 -0.184
H -0.971 -1.258 -0.300
```

Results
Frontier orbital gap in eV: 10.17
Net charge: 0

Which of them is the most stable, and which is the least stable? model P and model Q, in that order.